Arrangement a

{"formula": "C4H10N", "method": "wB97M-V/def2-TZVPD", "total_charge": 1, "e_lumo_ev": -3.928, "gap_ev": 9.54, "elements": ["C", "C", "C", "C", "H", "H", "H", "H", "H", "H", "N", "H", "H", "H", "H"], "positions_angstrom": [[-0.32, 0.41, 1.89], [-0.82, -0.36, 0.94], [-0.94, 0.04, -0.47], [-0.93, -0.80, -1.50], [-0.07, 1.46, 1.74], [-0.20, 0.06, 2.91], [-1.08, -1.39, 1.18], [-1.01, 1.11, -0.64], [-0.88, -0.40, -2.51], [-0.92, -1.87, -1.37], [2.04, 0.47, -0.58], [2.09, 1.41, -0.96], [2.94, 0.00, -0.67], [1.74, 0.48, 0.41], [1.27, -0.08, -1.01]]}


Arrangement b

{"formula": "C4H10N", "method": "wB97M-V/def2-TZVPD", "total_charge": 1, "e_lumo_ev": -8.745, "gap_ev": 7.62, "elements": ["C", "N", "C", "C", "C", "H", "H", "H", "H", "H", "H", "H", "H", "H", "H"], "positions_angstrom": [[-1.01, -0.01, -0.19], [-0.05, 0.82, 0.38], [1.24, 0.32, 0.21], [1.03, -1.25, 0.29], [-0.36, -1.39, -0.40], [-1.90, 0.00, 0.45], [-1.30, 0.38, -1.18], [-3.34, 6.50, -0.62], [-3.89, 6.97, -0.71], [1.82, 0.70, 1.06], [1.78, 0.56, -0.72], [1.69, -2.01, -0.12], [0.94, -1.44, 1.35], [-0.97, -2.21, -0.05], [-0.21, -1.50, -1.48]]}


Energetically preferred structure: arrangement a | next structure: +92.3 kcal/mol


Arrangement a

{"formula": "C4H10N", "method": "wB97M-V/def2-TZVPD", "total_charge": 1, "e_lumo_ev": -3.476, "gap_ev": 10.44, "smiles": "C[NH2+]C1CC1", "elements": ["C", "C", "C", "C", "N", "H", "H", "H", "H", "H", "H", "H", "H", "H", "H"], "positions_angstrom": [[-0.18, -0.53, -2.02], [0.11, 0.76, -1.35], [0.55, -0.26, -0.30], [0.05, 0.38, 1.97], [-0.41, -0.55, 0.86], [-1.11, -0.99, -1.94], [0.49, -1.03, -2.61], [0.83, 1.41, -1.98], [-0.77, 1.28, -0.98], [1.53, -0.46, -0.08], [1.17, 0.33, 2.17], [-0.15, 1.39, 1.78], [-0.50, 0.05, 2.99], [-1.46, -0.31, 0.58], [-0.18, -1.47, 0.91]]}


Arrangement b

{"formula": "C4H10N", "method": "wB97M-V/def2-TZVPD", "total_charge": 1, "e_lumo_ev": -5.386, "gap_ev": 7.85, "elements": ["C", "C", "H", "H", "H", "H", "C", "C", "N", "H", "H", "H", "H", "H", "H"], "positions_angstrom": [[2.34, -1.66, -0.57], [2.48, -0.79, -1.57], [1.76, -1.50, 0.33], [2.75, -2.66, -0.66], [2.50, 0.29, -1.38], [2.91, -1.10, -2.51], [-2.09, 1.60, 1.34], [-1.28, -0.30, 0.10], [-1.21, 0.93, 0.41], [-2.70, 2.38, 0.86], [-1.49, 2.09, 2.10], [-2.81, 0.90, 1.76], [-2.15, -0.86, 0.39], [-0.54, -0.78, -0.54], [-0.48, 1.47, -0.06]]}


Energetically preferred structure: arrangement b | next structure: +26.7 kcal/mol


Arrangement a

{"formula": "C23H39ClInO10", "method": "wB97M-V/def2-TZVPD", "total_charge": -1, "e_lumo_ev": 2.103, "gap_ev": 6.68, "elements": ["Cl", "C", "C", "C", "In", "H", "H", "H", "H", "H", "H", "H", "H", "H", "O", "C", "O", "C", "C", "C", "H", "H", "H", "H", "H", "H", "O", "C", "O", "C", "C", "C", "H", "H", "H", "H", "H", "H", "O", "C", "O", "C", "C", "C", "H", "H", "H", "H", "H", "H", "O", "C", "O", "C", "C", "C", "H", "H", "H", "H", "H", "H", "O", "C", "O", "C", "C", "C", "H", "H", "H", "H", "H", "H"], "positions_angstrom": [[4.13, -0.20, 0.93], [2.59, -0.14, -0.05], [2.06, 1.29, -0.24], [0.69, 1.53, 0.40], [-0.88, 0.02, -0.09], [2.84, -0.64, -0.98], [1.88, -0.76, 0.50], [2.83, 1.98, 0.12], [1.98, 1.47, -1.32], [0.81, 1.62, 1.49], [0.31, 2.49, 0.06], [-0.20, -1.07, -1.32], [-1.35, -0.84, 1.40], [-2.31, 0.87, -0.72], [-0.84, -3.58, -2.63], [-0.11, -3.01, -3.39], [-0.57, -2.39, -4.51], [0.53, -1.84, -5.26], [1.66, -1.68, -4.25], [1.39, -2.82, -3.29], [0.79, -2.54, -6.06], [0.19, -0.90, -5.70], [2.65, -1.70, -4.72], [1.55, -0.72, -3.74], [1.87, -3.76, -3.59], [1.64, -2.61, -2.25], [-4.79, -7.49, 0.56], [-4.14, -6.69, -0.04], [-2.85, -6.42, 0.27], [-2.34, -5.36, -0.57], [-3.24, -5.35, -1.80], [-4.56, -5.82, -1.21], [-2.40, -4.42, -0.01], [-1.30, -5.57, -0.79], [-3.26, -4.38, -2.27], [-2.88, -6.08, -2.53], [-5.14, -4.98, -0.80], [-5.21, -6.38, -1.87], [0.08, 6.33, 2.26], [-0.67, 5.47, 2.60], [-1.04, 4.46, 1.78], [-2.05, 3.65, 2.41], [-1.88, 3.88, 3.90], [-1.37, 5.32, 3.94], [-3.03, 3.99, 2.04], [-1.91, 2.61, 2.11], [-2.80, 3.72, 4.45], [-1.11, 3.22, 4.29], [-2.19, 6.05, 3.96], [-0.69, 5.54, 4.75], [2.54, 2.12, -4.71], [3.53, 1.68, -5.21], [3.54, 0.48, -5.85], [4.87, 0.16, -6.28], [5.61, 1.49, -6.36], [4.92, 2.28, -5.25], [5.33, -0.51, -5.55], [4.79, -0.36, -7.24], [6.68, 1.38, -6.22], [5.43, 1.97, -7.32], [5.38, 2.12, -4.27], [4.85, 3.36, -5.41], [-0.25, 3.39, 6.77], [-1.01, 2.52, 7.07], [-1.34, 1.52, 6.22], [-2.35, 0.67, 6.79], [-2.24, 0.89, 8.30], [-1.77, 2.33, 8.37], [-3.32, 0.98, 6.39], [-2.14, -0.34, 6.46], [-3.19, 0.70, 8.81], [-1.48, 0.23, 8.71], [-2.61, 3.04, 8.36], [-1.13, 2.58, 9.21]]}


Arrangement b

{"formula": "C23H39ClInO10", "method": "wB97M-V/def2-TZVPD", "total_charge": -1, "e_lumo_ev": 1.762, "gap_ev": 7.37, "elements": ["O", "C", "O", "In", "Cl", "C", "C", "C", "C", "C", "C", "H", "H", "H", "H", "H", "H", "H", "O", "C", "O", "C", "C", "C", "H", "H", "H", "H", "H", "H", "H", "H", "O", "C", "O", "C", "C", "C", "H", "H", "H", "H", "H", "H", "H", "H", "O", "C", "O", "C", "C", "C", "H", "H", "H", "H", "H", "H", "H", "H", "O", "C", "O", "C", "C", "C", "H", "H", "H", "H", "H", "H", "H", "H"], "positions_angstrom": [[-3.11, 4.99, 2.21], [-3.10, 3.77, 2.10], [-3.98, 2.97, 2.67], [-3.32, 2.33, 4.60], [-4.86, 0.55, 5.35], [-2.12, 3.04, 1.17], [-2.57, 2.83, -0.10], [-1.76, 2.16, -0.97], [-0.52, 1.73, -0.57], [-0.10, 1.95, 0.71], [-0.89, 2.63, 1.61], [-3.51, 3.76, 5.65], [-1.70, 1.66, 4.60], [-3.56, 3.16, -0.38], [-2.13, 1.97, -1.97], [0.10, 1.21, -1.29], [0.87, 1.60, 1.05], [-0.55, 2.81, 2.61], [2.81, 1.14, 1.90], [2.99, -0.05, 1.90], [2.40, -0.81, 2.83], [2.38, -2.24, 2.77], [3.62, -2.84, 3.40], [3.95, -0.69, 0.93], [2.23, -2.58, 1.74], [1.50, -2.56, 3.32], [4.53, -2.55, 2.88], [3.56, -3.93, 3.40], [3.71, -2.50, 4.43], [4.96, -0.68, 1.35], [3.94, -0.11, 0.02], [3.69, -1.71, 0.65], [0.47, -3.66, 0.25], [0.54, -3.15, -0.83], [0.69, -3.93, -1.92], [0.57, -3.44, -3.26], [1.89, -2.90, -3.77], [0.57, -1.65, -1.00], [-0.24, -2.71, -3.33], [0.27, -4.30, -3.86], [2.23, -2.04, -3.18], [1.80, -2.58, -4.81], [2.67, -3.66, -3.69], [1.60, -1.30, -0.93], [-0.01, -1.21, -0.19], [0.13, -1.30, -1.93], [-4.53, 0.80, 0.19], [-5.46, 0.50, 0.89], [-5.48, -0.72, 1.46], [-6.40, -1.09, 2.49], [-7.70, -1.61, 1.90], [-6.64, 1.42, 1.08], [-6.55, -0.27, 3.19], [-5.91, -1.88, 3.05], [-8.21, -0.84, 1.32], [-8.37, -1.95, 2.70], [-7.50, -2.44, 1.23], [-7.36, 1.23, 0.29], [-6.28, 2.44, 1.00], [-7.12, 1.33, 2.05], [3.88, -0.62, -1.99], [4.27, 0.17, -2.81], [5.57, 0.16, -3.16], [6.10, 0.90, -4.26], [6.46, 2.31, -3.85], [3.36, 1.22, -3.39], [5.41, 0.88, -5.11], [6.99, 0.37, -4.57], [5.59, 2.88, -3.53], [6.92, 2.84, -4.69], [7.16, 2.30, -3.02], [3.38, 2.10, -2.74], [2.35, 0.82, -3.41], [3.61, 1.51, -4.41]]}


Energetically preferred structure: arrangement b | next structure: +58.0 kcal/mol


Arrangement a

{"formula": "C4H20NO7S", "method": "wB97M-V/def2-TZVPD", "total_charge": -1, "e_lumo_ev": 2.682, "gap_ev": 6.79, "elements": ["O", "C", "N", "C", "C", "S", "C", "H", "H", "H", "H", "H", "H", "H", "H", "H", "H", "O", "H", "H", "O", "H", "H", "O", "H", "H", "O", "H", "H", "O", "H", "H", "O"], "positions_angstrom": [[0.08, -2.85, -0.38], [-0.09, -1.77, 0.15], [-1.16, -0.98, -0.03], [-1.30, 0.38, 0.53], [0.03, 1.13, 0.49], [1.08, 1.00, -1.00], [-1.86, 0.36, 1.94], [0.62, -1.31, 0.89], [-1.74, -1.03, -0.88], [-1.91, 1.08, -0.16], [0.60, 0.73, 1.38], [-0.21, 2.21, 0.57], [-2.47, -0.53, 2.27], [-1.08, 0.46, 2.70], [-2.61, 1.22, 2.12], [3.24, 2.21, 3.00], [1.93, 2.43, 2.25], [2.29, 2.17, 3.09], [2.82, -1.03, 3.00], [2.06, 0.29, 3.25], [2.00, -0.68, 3.34], [-3.19, -2.50, -2.33], [-3.04, -3.20, -1.01], [-3.71, -2.97, -1.66], [0.03, -1.94, -3.15], [-0.60, -2.70, -1.95], [-0.77, -2.40, -2.89], [2.01, -0.14, -4.34], [0.75, -0.38, -3.40], [1.28, -0.71, -4.13], [1.04, 3.42, -1.35], [2.32, 3.81, -0.94], [1.56, 4.23, -1.36]]}


Arrangement b

{"formula": "C4H20NO7S", "method": "wB97M-V/def2-TZVPD", "total_charge": -1, "e_lumo_ev": 3.112, "gap_ev": 7.47, "elements": ["C", "N", "C", "O", "C", "C", "S", "H", "H", "H", "H", "H", "H", "H", "H", "H", "H", "O", "H", "H", "O", "H", "H", "O", "H", "H", "O", "H", "H", "O", "H", "H", "O"], "positions_angstrom": [[0.58, -1.20, 0.37], [0.36, -2.27, 1.30], [0.07, -1.86, 2.62], [0.57, -2.38, 3.60], [1.84, -0.36, 0.44], [2.31, 0.26, -0.87], [0.93, 1.23, -1.65], [0.48, -1.59, -0.76], [-0.32, -0.52, 0.30], [1.12, -2.97, 1.34], [-0.71, -1.10, 2.77], [1.73, 0.45, 1.22], [2.68, -1.06, 0.59], [3.11, 1.04, -0.67], [2.88, -0.49, -1.49], [-1.19, 3.47, -0.03], [-0.41, 3.12, -1.30], [-1.15, 3.67, -0.98], [0.81, -1.33, -3.44], [2.18, -0.73, -2.95], [1.68, -1.67, -3.17], [-3.20, -2.16, 1.77], [-2.00, -1.41, 0.95], [-2.59, -1.43, 1.70], [-0.97, 0.31, -2.03], [-1.76, -0.75, -2.70], [-1.78, -0.26, -1.86], [-2.66, 1.64, -1.93], [-3.07, 2.77, -0.97], [-3.42, 2.06, -1.52], [0.93, 1.17, 2.15], [1.51, 1.68, 3.53], [0.79, 1.76, 2.90]]}


Energetically preferred structure: arrangement a | next structure: +29.2 kcal/mol